35
Properties=species:S:1:pos:R:3:forces:R:3 method="wB97M-V/def2-TZVPD" total_charge=+1 spin_multiplicity=3 fmax_ev_per_a=0.442 energy_ev=-113120.0588
V 0.006 -0.225 0.316 0.2 0.3 0.3
N 2.148 0.004 0.429 -0.1 0.0 0.0
C 2.461 1.427 0.125 0.0 0.1 0.0
C 1.212 2.177 -0.337 0.2 0.2 0.1
O 1.190 3.363 -0.455 0.1 -0.1 -0.1
O 0.158 1.380 -0.565 -0.2 -0.3 0.0
H 2.494 -0.249 1.349 0.0 0.0 0.0
H 2.623 -0.605 -0.230 0.0 0.0 0.0
H 3.219 1.506 -0.654 0.0 0.0 0.0
H 2.848 1.932 1.008 0.0 0.0 0.0
Cl -5.448 0.713 4.708 0.0 0.0 0.0
C -3.932 0.485 3.950 0.0 0.0 0.0
C -3.872 0.264 2.575 0.1 0.0 0.1
Cl -5.291 0.209 1.623 0.0 0.0 0.0
C -2.629 0.087 1.988 0.1 0.0 0.2
Cl -2.486 -0.192 0.273 -0.1 0.0 -0.1
C -1.440 0.126 2.710 -0.3 0.0 0.2
O -0.259 -0.052 2.112 0.2 0.0 -0.2
C -1.514 0.344 4.090 -0.1 0.0 -0.2
Cl -0.056 0.389 4.983 0.1 0.0 0.0
C -2.752 0.522 4.703 0.0 0.0 0.0
Cl -2.828 0.797 6.388 0.0 0.0 0.0
N 0.130 -2.256 -0.023 0.1 -0.2 -0.2
C 0.138 -3.404 -0.095 0.0 0.2 0.0
C 0.147 -4.818 -0.183 0.0 -0.2 0.0
C -0.585 -5.442 -1.199 0.0 0.0 0.0
C -0.573 -6.821 -1.274 0.0 0.0 0.0
C 0.155 -7.562 -0.350 0.0 0.0 0.0
C 0.878 -6.935 0.658 0.0 0.0 0.0
C 0.883 -5.557 0.750 0.0 0.0 0.0
H -1.148 -4.852 -1.908 0.0 0.0 0.0
H -1.131 -7.322 -2.052 0.0 0.0 0.0
H 0.157 -8.641 -0.415 0.0 0.0 0.0
H 1.438 -7.523 1.371 0.0 0.0 0.0
H 1.439 -5.053 1.529 0.0 0.0 0.0